*1*
{
  "formula": "C7H9N",
  "method": "the ωB97M-V functional and the def2-TZVPD basis",
  "e_homo_ev": [-7.478, -7.654],
  "homo_lumo_gap_ha": [0.287, 0.296],
  "species": ["C", "C", "C", "C", "C", "C", "C", "N", "H", "H", "H", "H", "H", "H", "H", "H", "H"],
  "coordinates": [[-1.260, -0.972, 1.447], [-1.242, 1.170, 1.578], [-2.041, 0.117, 2.177], [-0.219, -1.019, 0.629], [0.463, 0.331, 0.182], [1.509, -0.538, -1.963], [0.690, 0.551, -1.257], [-0.303, 1.361, 0.842], [-3.023, 0.246, 1.790], [-1.993, 0.096, 3.257], [0.215, -1.871, 0.007], [1.394, 0.348, 0.844], [2.392, -0.324, -1.363], [1.609, -0.248, -3.047], [0.890, -1.483, -1.935], [-0.279, 0.666, -1.756], [1.197, 1.570, -1.435]]
}


*2*
{
  "formula": "C7H9N",
  "method": "the ωB97M-V functional and the def2-TZVPD basis",
  "e_homo_ev": -7.951,
  "smiles": "C=Cc1c[nH]cc1C",
  "homo_lumo_gap_ha": 0.330,
  "species": ["C", "C", "C", "C", "N", "C", "C", "C", "H", "H", "H", "H", "H", "H", "H", "H", "H"],
  "coordinates": [[-2.114, 1.365, -1.085], [-1.059, 0.567, -1.135], [-0.399, -0.014, 0.011], [-1.135, -0.449, 1.139], [-0.107, -1.027, 1.962], [1.114, -0.719, 1.478], [0.989, -0.286, 0.171], [2.060, -0.120, -0.893], [-2.563, 1.649, -0.093], [-2.705, 1.670, -1.926], [-0.344, 0.560, -1.957], [-2.214, -0.461, 1.139], [-0.286, -1.358, 2.892], [2.080, -1.133, 1.813], [1.991, -0.898, -1.636], [1.687, 0.714, -1.498], [3.003, -0.060, -0.382]]
}


Most favorable first, least favorable last: *2*, *1*


*1*
{
  "formula": "C7H9N",
  "method": "the ωB97M-V functional and the def2-TZVPD basis",
  "e_homo_ev": [-7.834, -7.639],
  "homo_lumo_gap_ha": [0.268, 0.309],
  "species": ["C", "C", "C", "C", "C", "C", "C", "N", "H", "H", "H", "H", "H", "H", "H", "H", "H"],
  "coordinates": [[1.481, -0.773, 0.184], [-1.428, -0.499, 1.868], [0.652, -1.157, 1.099], [-1.068, 0.369, 0.786], [-0.346, -1.454, 2.187], [3.376, 1.386, -0.861], [-1.755, 1.466, 0.130], [0.072, -0.105, 0.231], [-2.364, -0.491, 2.440], [0.146, -1.137, 3.207], [-0.742, -2.570, 2.181], [3.414, 1.752, 0.148], [2.374, 1.403, -1.178], [4.024, 0.703, -1.373], [-1.118, 1.965, -0.682], [-2.235, 2.089, 0.811], [-2.525, 1.127, -0.619]]
}


*2*
{
  "formula": "C7H9N",
  "method": "the ωB97M-V functional and the def2-TZVPD basis",
  "e_homo_ev": -8.406,
  "smiles": "C1=CC2=CCN[C@@H]2C1",
  "homo_lumo_gap_ha": 0.346,
  "species": ["C", "C", "C", "C", "C", "N", "C", "C", "H", "H", "H", "H", "H", "H", "H", "H", "H"],
  "coordinates": [[-2.228, 0.107, -0.072], [-1.501, 1.164, 0.102], [-0.125, 0.832, -0.009], [1.109, 1.343, -0.075], [2.177, 0.238, -0.017], [1.448, -1.139, 0.121], [0.048, -0.653, 0.388], [-1.256, -1.118, -0.129], [-3.283, 0.065, -0.014], [-1.773, 2.206, 0.496], [1.375, 2.421, -0.432], [2.818, 0.441, 0.851], [2.781, 0.159, -0.882], [1.332, -1.758, -0.835], [-0.056, -0.796, 1.437], [-1.650, -2.141, 0.221], [-1.216, -1.371, -1.152]]
}


*3*
{
  "formula": "C7H9N",
  "method": "the ωB97M-V functional and the def2-TZVPD basis",
  "e_homo_ev": -7.578,
  "homo_lumo_gap_ha": 0.308,
  "species": ["C", "C", "C", "C", "C", "C", "C", "N", "H", "H", "H", "H", "H", "H", "H", "H", "H"],
  "coordinates": [[0.040, 0.452, 0.007], [0.277, -1.000, -0.082], [1.001, 1.335, -0.021], [1.569, -1.136, 0.005], [2.029, 2.082, 0.179], [-1.404, 0.811, -0.107], [-0.914, -1.865, 0.014], [2.713, -1.072, -0.290], [2.701, 2.437, -0.564], [2.500, 2.098, 1.171], [-1.461, 1.855, -0.337], [-1.793, 0.584, 0.910], [-1.871, 0.182, -0.930], [-1.616, -1.459, 0.692], [-0.768, -2.969, 0.178], [-1.499, -1.929, -0.920], [3.376, -1.306, 0.442]]
}


*4*
{
  "formula": "C7H9N",
  "method": "the ωB97M-V functional and the def2-TZVPD basis",
  "e_homo_ev": -7.938,
  "smiles": "C/C=C/c1ccc[nH]1",
  "homo_lumo_gap_ha": 0.332,
  "species": ["C", "C", "C", "C", "C", "C", "C", "N", "H", "H", "H", "H", "H", "H", "H", "H", "H"],
  "coordinates": [[0.658, 2.974, -0.822], [0.022, 1.736, -0.251], [0.670, 0.582, -0.244], [0.166, -0.705, 0.261], [-0.589, -1.022, 1.365], [-1.133, -2.314, 1.168], [-0.635, -2.801, -0.004], [0.137, -1.799, -0.559], [1.203, 3.514, -0.052], [-0.097, 3.698, -1.132], [1.322, 2.793, -1.663], [-0.950, 1.833, 0.205], [1.717, 0.512, -0.520], [-0.909, -0.380, 2.167], [-1.767, -2.840, 1.867], [-0.602, -3.761, -0.491], [0.788, -2.020, -1.293]]
}


Most favorable first, least favorable last: *4*, *2*, *3*, *1*


*1*
{
  "formula": "C7H9N",
  "method": "the ωB97M-V functional and the def2-TZVPD basis",
  "e_homo_ev": -7.795,
  "smiles": "C=Cc1[nH]ccc1C",
  "homo_lumo_gap_ha": 0.326,
  "species": ["C", "C", "C", "N", "C", "C", "C", "C", "H", "H", "H", "H", "H", "H", "H", "H", "H"],
  "coordinates": [[-0.969, -2.009, 1.566], [-1.084, -0.741, 1.152], [-0.485, -0.168, -0.039], [-0.392, -0.940, -1.202], [0.376, -0.281, -2.170], [0.901, 0.887, -1.675], [0.357, 0.934, -0.303], [0.767, 1.845, 0.799], [-0.343, -2.652, 0.986], [-1.427, -2.428, 2.356], [-1.641, -0.047, 1.812], [-0.973, -1.700, -1.378], [0.519, -0.718, -3.122], [1.635, 1.553, -2.077], [1.702, 2.375, 0.544], [0.124, 2.659, 0.983], [0.934, 1.432, 1.769]]
}


*2*
{
  "formula": "C7H9N",
  "method": "the ωB97M-V functional and the def2-TZVPD basis",
  "e_homo_ev": -8.078,
  "smiles": "C#C[C@H]1CN[C@H]2C[C@@H]21",
  "homo_lumo_gap_ha": 0.336,
  "species": ["C", "C", "C", "C", "N", "C", "C", "C", "H", "H", "H", "H", "H", "H", "H", "H", "H"],
  "coordinates": [[3.325, -0.352, -0.332], [2.175, 0.012, -0.074], [0.797, 0.222, 0.347], [0.053, 1.679, 0.102], [-1.244, 1.165, -0.680], [-1.524, -0.141, -0.014], [-1.246, -1.764, -0.065], [-0.233, -0.826, -0.212], [4.318, -1.000, -0.264], [0.607, -0.100, 1.468], [-0.148, 2.165, 1.081], [0.713, 2.167, -0.567], [-1.989, 1.819, -0.621], [-2.186, 0.253, 1.050], [-1.587, -2.088, 1.025], [-1.639, -2.317, -0.892], [-0.191, -0.894, -1.353]]
}


Most favorable first, least favorable last: *1*, *2*